No. 1
Density functional theory data (ωB97M-V/def2-TZVPD) for a molecular structure, C35H38N5O6PSSe2Sr in a non-equilibrium geometry.

Cartesian coordinates (Å):
Sr -0.34838 -1.13159 -1.04307
N 2.82970 -0.16348 2.06932
C 2.45952 -0.72487 0.76785
C 1.63524 0.22666 -0.12054
O 1.10579 1.21411 0.47191
N 1.46830 -0.01127 -1.39420
C 1.99114 -1.25908 -1.92934
C 1.21774 -1.68528 -3.19004
O 1.84951 -1.89575 -4.22550
O -0.05353 -1.80206 -3.03256
H 2.00539 0.30182 2.43117
H 3.50387 0.57523 1.92250
H 1.85723 -1.62530 0.95650
H 3.36180 -1.03561 0.24177
H 1.89352 -2.10818 -1.22386
H 3.04502 -1.18498 -2.18365
O -4.02129 -5.14066 2.18340
C -3.78406 -5.46080 0.80402
C -2.74729 -4.52620 0.16776
C -2.73327 -4.99278 -1.30922
O -1.57118 -4.77801 -2.06970
C -1.39988 -4.76638 0.88849
Se 0.09170 -3.52234 0.54340
C -3.20147 -3.05933 0.39070
Se -3.46944 -1.88315 -1.19649
H -4.88485 -5.47686 2.42550
H -4.71596 -5.37793 0.22704
H -3.42592 -6.49549 0.73394
H -3.59916 -4.53946 -1.79928
H -2.86722 -6.08306 -1.30930
H -1.51340 -3.83946 -2.28725
H -1.03188 -5.76678 0.64281
H -1.57311 -4.71077 1.96085
H -2.45947 -2.54129 0.99418
H -4.14372 -3.04211 0.93432
O -0.49349 3.11622 0.78605
N -0.71688 2.61222 2.05910
C -0.08086 3.16166 2.99421
C -0.07388 2.49998 4.30704
C 0.38305 3.22477 5.40794
C 0.51548 2.63597 6.64916
C 0.21913 1.28910 6.79317
C -0.22464 0.54591 5.71037
C -0.41143 1.11561 4.44551
P -0.96852 0.12407 2.96872
C -1.00801 -1.55187 3.77888
C 0.23029 -2.16465 3.98713
C 0.31704 -3.42057 4.56327
C -0.83999 -4.10300 4.92203
C -2.07711 -3.52509 4.68238
C -2.16141 -2.25883 4.11140
C -2.78018 0.46766 2.98296
C -3.47435 0.86161 4.12924
C -4.83774 1.11844 4.07059
C -5.52751 0.96518 2.87182
C -4.84579 0.56856 1.73046
C -3.47777 0.33899 1.78812
H 0.11767 2.42005 0.41703
H 0.51590 4.06123 2.83141
H 0.63905 4.27125 5.27280
H 0.85874 3.21275 7.49983
H 0.34012 0.81085 7.75890
H -0.44029 -0.50176 5.85676
H 1.13889 -1.65388 3.67784
H 1.28779 -3.88159 4.70368
H -0.77570 -5.09251 5.35895
H -2.98523 -4.07111 4.90876
H -3.13683 -1.83391 3.91152
H -2.94671 0.97039 5.07066
H -5.36448 1.42974 4.96688
H -6.59500 1.15654 2.83238
H -5.35767 0.41619 0.78756
H -2.96207 0.04467 0.88397
N -3.33381 2.57345 -0.86022
C -3.01781 2.31999 -2.15112
N -2.13067 1.48624 -2.56103
C -2.01773 1.50552 -3.94985
C -1.11205 0.76425 -4.70533
C -1.08086 0.93468 -6.07993
C -1.94057 1.82671 -6.72026
C -2.85817 2.56499 -5.98668
C -2.88372 2.39528 -4.61016
S -3.87365 3.21803 -3.43570
H -2.63776 2.31862 -0.17416
H -3.92232 3.35576 -0.65418
H -0.47240 0.04880 -4.20729
H -0.37240 0.35485 -6.66061
H -1.89794 1.94673 -7.79694
H -3.53304 3.26200 -6.47103

Computed properties:
Total charge   -2
Gap between HOMO and LUMO   5.2299 eV
Relative energy (zero: lowest compared OMol25 entry of this formula, charge and spin)   330.6 kJ/mol
E_LUMO   3.882 eV
Calculated total energy   -7654.9596 a.u.
HOMO level   -0.0495 hartree

How positive or negative is each atom? The Mulliken charges in e answer that: 1.5087, -0.6599, -0.1043, 0.5611, -0.6425, -1.0702, -0.8696, 0.8949, -0.8388, -0.8709, 0.0496, 0.3139, -0.1778, 0.5123, 0.3395, 0.4264, -0.4317, -1.5175, 2.9215, -1.5736, -0.4872, -1.6995, -0.4701, 0.1217, -0.6314, 0.2721, 0.4978, 0.3452, 0.4129, 0.4558, 0.3101, 0.4818, 0.3959, -1.0823, 0.2953, -0.7166, 0.1692, -1.1015, 0.6570, -0.8074, -0.6051, -0.7491, -0.4209, 0.0909, 1.7447, 0.7250, 0.0052, -0.7613, -0.6185, -0.5653, -0.4983, -0.2679, -0.0621, -0.6693, -0.5304, -1.1249, -0.5032, 0.7038, 0.2880, 0.3906, 0.3531, 0.4081, 0.4086, 0.2992, 0.3752, 0.3030, 0.2742, 0.1975, 0.4057, 0.3815, 0.3577, 0.5072, 0.9732, -0.1113, 0.4518, 0.0670, -0.7956, -0.3962, -0.7082, -0.3115, -0.5231, 0.6858, -0.4048, -0.1003, 0.2293, 0.7773, 0.4499, 0.3405, 0.3433


No. 2
Density functional theory data (ωB97M-V/def2-TZVPD) for a molecular structure, C35H39Br51N2PS2 in a non-equilibrium geometry.

Cartesian coordinates (Å):
C -1.21417 0.09145 -2.75763
P -2.89867 -0.75996 -2.89642
C -2.51137 -2.52353 -3.42368
N -3.72448 -0.82868 -1.40171
C -3.84597 0.51085 -0.82745
C -2.73607 0.63326 0.30329
C -2.44434 2.14574 0.66588
S -0.64216 2.44265 0.35953
C 0.34801 1.41355 1.53866
S 0.95995 2.19190 2.83958
N 0.55054 0.00515 1.21032
C -0.25746 -0.89773 2.00794
C -0.88263 -2.03925 1.32050
C -1.67632 -3.05791 2.01662
C -1.92109 -2.97813 3.45854
C -1.26412 -1.78408 4.17882
C -0.46267 -0.79661 3.44896
C 1.94770 -0.37333 1.19442
C 2.60670 -0.31511 -0.11808
C 3.99857 -0.65483 -0.33352
C 4.76856 -1.08222 0.84094
C 4.12212 -1.12466 2.14135
C 2.72071 -0.77597 2.37050
H -0.82631 0.31064 -3.79481
H -1.30197 1.07374 -2.22023
H -0.43072 -0.51861 -2.21408
H -3.44844 -3.12550 -3.29615
H -2.21905 -2.55085 -4.49912
H -1.73704 -3.00215 -2.75392
H -4.84109 0.57615 -0.28441
H -3.74035 1.33959 -1.59558
H -1.81737 0.14428 -0.11338
H -3.01911 0.07181 1.22064
H -2.60545 2.35018 1.76205
H -2.99836 2.87384 0.02217
H -0.74005 -2.16461 0.22648
H -2.09451 -3.90681 1.45527
H -2.53746 -3.74658 3.94734
H -1.41060 -1.72124 5.30942
H 0.01019 0.01912 4.02868
H 1.99847 0.00784 -0.99971
H 4.39874 -0.60045 -1.36272
H 5.83029 -1.35719 0.66062
H 4.74842 -1.45611 3.00470
H 2.23672 -0.83627 3.37045
C 5.11278 0.70488 -4.78651
Br 3.68035 1.54460 -3.78517
Br 6.72035 1.77684 -4.76415
Br 5.44470 -1.10538 -4.19536
H 4.78557 0.64494 -5.81886
C -2.92416 -6.49759 -1.91984
Br -2.15899 -5.21798 -0.67290
Br -4.72035 -7.00558 -1.41829
Br -2.84826 -5.87443 -3.74526
H -2.31302 -7.39127 -1.86788
C -5.27583 -0.59553 4.52130
Br -3.54801 -0.49667 3.64459
Br -6.69018 -1.03792 3.27699
Br -5.24959 -1.80029 6.03496
H -5.49544 0.39311 4.90789
C -2.28107 -7.81672 2.54320
Br -1.60398 -9.18674 3.73223
Br -4.13075 -8.12447 2.08099
Br -2.00476 -6.04414 3.26228
H -1.70677 -7.88143 1.62497
C -7.12168 -10.43283 -1.12107
Br -6.29614 -11.26388 0.41790
Br -7.98403 -8.76408 -0.65918
Br -5.86743 -10.21012 -2.57386
H -7.89619 -11.10609 -1.46896
C 0.05683 4.21354 6.38988
Br 1.79425 4.34417 5.54843
Br -1.33888 3.82200 5.11158
Br 0.06346 2.94649 7.85297
H -0.16405 5.18664 6.81327
C 2.77853 2.34097 -7.45347
Br 3.61743 0.91698 -8.46206
Br 2.87219 4.03323 -8.38647
Br 0.96939 1.89618 -6.94974
H 3.34413 2.45493 -6.53445
C 1.19227 -6.29750 1.04366
Br 2.04656 -7.17670 2.54321
Br 0.33909 -4.64022 1.57323
Br 2.41845 -6.03741 -0.43157
H 0.40944 -6.96155 0.69048
C 6.31688 -6.94977 2.45334
Br 5.62626 -8.34330 1.30375
Br 8.25045 -6.97960 2.53493
Br 5.64540 -5.20752 1.95234
H 5.95386 -7.15475 3.45382
C -0.11444 4.73558 -3.07532
Br 0.03760 5.38350 -1.26047
Br 1.25256 3.43559 -3.50824
Br -1.88551 4.05188 -3.44459
H 0.04160 5.58724 -3.72860
C 0.45541 7.69532 3.17822
Br -0.47254 7.76767 4.87617
Br 2.37272 7.58574 3.41065
Br -0.21484 6.27705 2.05006
H 0.25235 8.62982 2.66770
C 7.93686 5.95196 -5.13305
Br 8.14621 6.55702 -3.30689
Br 9.28346 4.65001 -5.61682
Br 6.15272 5.29443 -5.47079
H 8.08453 6.81534 -5.77128
C -1.77145 9.27036 -1.90879
Br -2.70959 9.31804 -0.21788
Br 0.14182 9.15718 -1.66239
Br -2.42930 7.86165 -3.05782
H -1.97188 10.20998 -2.41057
C -1.96872 -4.20175 8.03914
Br -1.06220 -2.96215 9.21654
Br -3.75518 -4.61106 8.66334
Br -1.97287 -3.57887 6.20840
H -1.40575 -5.12797 8.05952
C -7.87482 -0.56536 -0.36648
Br -7.02771 -1.99572 -1.34193
Br -7.77309 1.10988 -1.32789
Br -9.69690 -1.00231 0.13199
H -7.32139 -0.43547 0.55688
C 1.89712 10.85136 -5.31022
Br 1.76199 8.92581 -5.23824
Br 2.76276 11.45089 -6.93252
Br 0.17716 11.70066 -5.05814
H 2.52664 11.15716 -4.48260
C 7.88127 3.33955 -1.21940
Br 8.10149 3.94178 0.60587
Br 9.22489 2.03736 -1.71322
Br 6.09425 2.68650 -1.55089
H 8.02748 4.20297 -1.85765

Computed properties:
Total charge   -1
Gap between HOMO and LUMO   3.0491 eV
Relative energy (zero: lowest compared OMol25 entry of this formula, charge and spin)   431.4 kJ/mol
E_LUMO   0.781 eV
Calculated total energy   -133878.6338 a.u.
HOMO level   -0.0834 hartree

Atomic partial charges in e from the Mulliken method, atoms 1 to 99: -0.0630, -0.1900, -0.6426, -0.3119, -0.6912, 2.0557, -0.5561, 0.2147, -0.4106, 0.0928, 0.8276, 0.0708, 0.1204, -1.3296, -0.8056, -1.3396, -0.4545, 0.2185, -0.3241, -0.0064, -0.8912, -0.8217, -0.1385, 0.3336, -0.2978, -0.0674, 0.1504, 0.3737, 0.0534, 0.0249, 0.4093, -0.7908, -1.0918, 0.2496, 0.4396, 0.4548, 0.5824, 0.8902, 0.2889, 0.3494, 0.1792, 0.2529, 0.4639, 0.3601, 0.3376, 0.0299, 0.1688, 0.0462, -0.0410, -0.1265, -0.4459, 0.2429, 0.0444, -0.0387, 0.3603, -0.5104, 0.2210, -0.0355, -0.0565, 0.4851, -0.0884, -0.0640, 0.0257, 0.3276, 0.0536, -0.3218, -0.0210, -0.0328, -0.0074, 0.3349, -0.3020, -0.0347, 0.0216, -0.0539, 0.2988, 0.2355, -0.0688, -0.0401, 0.0343, -0.2703, -0.1776, -0.0429, 0.3425, -0.0610, 0.1100, -0.3113, -0.0277, -0.0650, 0.0502, 0.3360, -0.5620, 0.1630, 0.1601, -0.0558, 0.3380, -0.4089, -0.0630, -0.0375, 0.1514